1.
62
Properties=species:S:1:pos:R:3:forces:R:3 method="wB97M-V/def2-TZVPD" de_lowest_kcal_mol=2.3 homo_ev=-17.417 charge=+3 e_lumo_ev=-10.33
Y -0.148964 -0.342630 0.719041 -1.0 0.6 1.7
P 0.488028 -2.758580 -0.411745 0.3 -2.5 -0.8
P 2.368291 -0.103398 1.806129 1.6 0.3 0.9
P -2.860310 0.187914 0.338219 -1.9 0.6 0.2
H 1.877516 4.196168 0.774339 -0.3 0.2 0.0
C 0.853326 4.552603 0.928892 -0.3 -0.3 0.3
C 0.242428 4.442754 2.117156 0.0 -0.1 -0.3
H 0.729014 3.978691 2.984230 -0.1 0.3 -0.3
C 1.423667 -2.813882 -1.983466 0.2 0.4 -0.3
C 1.403720 -3.995520 0.587013 0.1 0.5 0.5
C -0.985282 -3.761819 -0.851750 -0.4 0.5 0.2
C 2.784979 1.536200 2.490745 -0.3 0.5 0.0
C 2.680592 -1.172925 3.256632 -0.4 -0.4 0.1
C 3.807129 -0.475445 0.748916 -0.1 -0.1 -0.5
C -3.330642 1.816436 1.048070 0.5 0.4 0.1
C -3.863786 -0.922991 1.392817 0.2 -0.5 0.1
C -3.779016 0.201968 -1.239801 0.3 -0.3 -0.5
H 0.353675 5.029382 0.079558 0.3 -0.1 0.3
H -0.754677 4.867437 2.285449 0.4 -0.2 -0.1
H 1.706521 -3.860788 -2.174713 -0.1 0.3 0.1
H 2.341524 -2.209718 -1.934369 -0.1 -0.2 -0.1
H 0.811116 -2.459291 -2.824474 0.1 -0.1 0.2
H 1.490845 -4.926373 0.013292 -0.1 0.2 0.1
H 0.854510 -4.200561 1.515037 0.2 0.0 -0.2
H 2.403596 -3.628141 0.844611 -0.1 -0.2 0.0
H -0.679820 -4.602427 -1.487118 0.0 0.2 0.1
H -1.718538 -3.145208 -1.387585 0.1 -0.3 0.0
H -1.454390 -4.152640 0.059661 0.1 0.0 -0.2
H 3.851067 1.747159 2.335076 -0.2 -0.1 0.1
H 2.570399 1.537987 3.568637 0.1 0.1 -0.3
H 2.192604 2.333446 2.018576 0.3 -0.2 0.1
H 3.757029 -1.369536 3.343397 -0.3 0.1 0.0
H 2.154258 -2.131714 3.154009 0.2 0.1 0.1
H 2.332301 -0.668719 4.168702 0.1 -0.2 -0.2
H 4.688448 -0.642424 1.386774 -0.3 0.1 -0.3
H 3.992055 0.372578 0.074223 0.0 -0.3 0.1
H 3.617407 -1.374913 0.143657 0.2 0.2 0.2
H -4.211927 2.216015 0.524982 0.3 -0.1 0.2
H -2.499314 2.530383 0.942702 -0.4 0.0 0.1
H -3.564526 1.699811 2.115122 0.1 0.1 -0.3
H -4.850549 -1.078401 0.940233 0.2 0.0 0.2
H -3.984067 -0.488971 2.393593 0.0 -0.2 -0.3
H -3.363343 -1.895020 1.486971 -0.3 0.0 0.1
H -4.761522 0.683082 -1.108355 0.4 -0.2 0.1
H -3.930601 -0.823411 -1.608120 0.0 0.3 0.1
H -3.208372 0.750482 -1.996037 -0.1 0.0 0.0
C 0.343186 1.090938 -2.398964 -0.4 0.1 -1.2
C 0.807370 0.430923 -3.531958 -0.4 0.1 0.1
C 0.217240 0.787284 -4.754060 0.2 0.2 0.3
C -0.769136 1.779085 -4.789476 -0.1 0.0 -0.1
C -1.117611 2.482850 -3.634517 0.5 0.2 0.0
C -0.486550 2.194637 -2.418430 -0.6 -0.3 -0.2
O 0.488824 0.477290 -1.131487 1.7 -1.7 0.6
H 0.946931 -0.437278 -1.201293 -0.1 1.7 -1.2
H 1.582363 -0.340617 -3.445232 -0.4 0.2 -0.2
H 0.527201 0.280705 -5.666498 -0.1 0.2 0.2
H -1.263533 2.032103 -5.730836 0.2 -0.2 0.3
H -1.878618 3.261345 -3.667110 0.3 -0.1 -0.1
H -0.708710 2.747618 -1.504644 -0.1 -0.2 -0.2
O -0.726471 -0.471928 3.062065 -0.1 0.0 -0.1
H -0.703980 -1.254192 3.642788 0.0 0.3 0.0
H -1.084893 0.264203 3.590749 0.1 -0.3 0.0

---

2.
71
Properties=species:S:1:pos:R:3:forces:R:3 method="wB97M-V/def2-TZVPD" spin_multiplicity=3 de_lowest_kcal_mol=0.0 s2=2.029 homo_ev="-10.245 / -10.269" charge=+1 e_lumo_ev="-4.62 / -4.14"
Mo -0.006659 0.063378 0.037510 0.7 -0.5 -0.2
N 2.946830 1.180394 3.135994 0.2 -0.1 0.0
C 1.900733 0.753004 2.413290 -0.5 0.0 -0.3
S 2.084428 0.870571 0.652396 0.4 -0.2 -0.2
N 0.796579 0.400619 2.975994 0.2 0.0 0.5
N -0.213867 0.005462 2.112053 0.0 -0.1 0.6
C -1.205524 -0.559882 2.718721 0.0 0.1 0.0
C -2.427693 -1.027366 2.111087 -0.1 0.0 -0.3
C -3.353839 -1.707049 2.913845 0.2 0.0 0.1
C -4.535248 -2.187535 2.394331 -0.2 -0.1 0.0
C -4.837540 -1.963648 1.053846 0.1 0.1 0.1
C -3.958443 -1.262437 0.247743 0.1 0.0 -0.2
C -2.748292 -0.809662 0.757024 0.1 0.0 0.4
O -1.888019 -0.163906 -0.052708 -0.9 0.0 -0.3
H 3.845708 1.204827 2.682948 0.0 0.0 0.0
H 2.954599 0.968576 4.121880 -0.1 0.0 0.0
H -1.100731 -0.691614 3.791117 0.0 0.1 0.0
H -3.112969 -1.861145 3.959837 0.0 0.0 0.0
H -5.226767 -2.731285 3.023473 0.0 0.0 0.0
H -5.768078 -2.327155 0.637716 0.0 0.0 0.0
H -4.184965 -1.074189 -0.794861 0.0 0.0 0.0
C -1.992322 2.567873 -0.268136 -0.1 0.0 -0.1
N -0.531724 2.317168 -0.234761 -0.1 0.1 0.0
C 0.015352 3.260018 0.773179 -0.1 0.1 0.1
C 0.076335 2.627381 -1.554168 0.0 -0.2 -0.1
C -0.230058 1.550119 -2.576969 0.0 0.1 0.1
N 0.315752 0.222710 -2.177982 0.0 0.1 -0.3
C -0.386095 -0.817288 -2.964052 0.0 -0.1 -0.1
C 1.759076 0.137589 -2.526857 0.2 0.0 0.0
H -2.189465 3.612295 -0.521286 0.1 0.0 0.0
H -2.411963 2.364976 0.715038 0.0 0.0 0.0
H -2.491689 1.924381 -0.983360 0.0 0.0 0.0
H -0.302199 4.281007 0.543461 0.0 0.0 -0.1
H 1.097135 3.222861 0.790924 0.1 0.0 -0.1
H -0.361631 2.995090 1.760381 0.0 0.0 0.0
H 1.154502 2.706000 -1.414637 0.0 0.1 0.1
H -0.289994 3.588175 -1.927568 0.0 0.1 0.1
H 0.178083 1.845082 -3.546963 0.0 -0.1 -0.1
H -1.308691 1.440732 -2.684621 0.0 0.0 -0.1
H -0.299348 -0.603773 -4.032637 0.0 0.1 0.0
H -1.438970 -0.847041 -2.690110 0.0 0.0 0.0
H 0.067941 -1.786359 -2.773720 0.0 0.0 0.0
H 1.889765 0.167969 -3.612082 -0.1 0.0 0.0
H 2.184673 -0.788872 -2.142352 0.0 0.0 0.0
H 2.323342 0.962880 -2.098826 -0.1 0.0 0.1
I 4.733623 -2.265949 0.018253 1.2 1.0 -1.8
I 5.805768 -0.370422 -1.727015 -0.3 -0.4 0.4
N 0.077690 -5.900322 6.596335 0.0 0.1 -0.1
C 0.773181 -5.267909 5.600408 0.0 0.0 -0.1
C 0.759415 -3.865111 5.503151 0.0 0.0 0.0
C 1.423495 -3.232848 4.476641 0.0 -0.1 0.0
C 2.115760 -3.989101 3.528707 0.1 0.2 0.0
C 2.139990 -5.372900 3.609444 0.1 0.0 -0.1
C 1.471506 -6.006822 4.636192 -0.1 -0.1 0.1
S 3.019758 -3.053634 2.353022 -0.7 -0.2 0.3
O 3.800795 -2.092232 3.069687 -0.1 0.2 0.0
O 3.743386 -3.959245 1.447643 -0.6 -0.2 0.7
N 1.905940 -2.220328 1.515175 -0.4 0.0 0.1
C 0.979793 -2.790835 0.789021 0.3 -0.1 0.1
S 0.699628 -4.516470 0.618835 0.1 0.2 0.0
C -0.667795 -4.210740 -0.395983 0.1 -0.2 0.0
C -0.839456 -2.902323 -0.580574 -0.1 0.3 -0.1
N 0.085195 -2.062266 0.046240 0.3 0.0 0.2
H -0.242610 -5.361760 7.379908 0.0 0.0 0.1
H 0.245733 -6.875406 6.763417 0.0 0.0 0.0
H 0.238285 -3.287297 6.258260 0.0 0.0 0.0
H 1.420731 -2.151845 4.391927 0.0 0.0 0.1
H 2.679416 -5.950873 2.869092 0.0 0.0 0.0
H 1.497777 -7.087233 4.715565 0.0 0.0 0.0
H -1.255865 -5.024762 -0.788491 0.0 0.1 0.0
H -1.651989 -2.469403 -1.140495 0.1 0.0 0.0

---

3.
88
Properties=species:S:1:pos:R:3:forces:R:3 method="wB97M-V/def2-TZVPD" homo_ev=-12.838 charge=+1 e_lumo_ev=-2.96
C 4.735036 -0.585970 -1.072769 -0.1 -0.1 0.5
S 4.020367 -0.480570 -2.709687 0.3 0.1 -0.3
C 2.489439 -1.439879 -2.635726 -0.2 -0.1 -0.1
C 1.729949 -1.337926 -1.320265 0.2 0.3 0.1
C 1.192254 0.060171 -1.038852 0.2 0.0 -0.1
Br 0.280870 -2.615753 -1.434939 -0.1 -0.1 0.0
H 4.587908 -1.620511 -0.750914 0.2 0.1 0.0
H 5.797060 -0.354571 -1.148895 -0.1 0.0 0.0
H 4.223717 0.072547 -0.370679 0.1 -0.1 -0.1
H 3.522266 0.764999 -2.679258 -0.1 0.1 0.1
H 2.807977 -2.451374 -2.907939 -0.1 0.1 0.1
H 1.905371 -1.043854 -3.474016 0.0 -0.2 0.1
H 2.357447 -1.678700 -0.492800 -0.2 -0.1 -0.1
H 1.968579 0.694385 -0.591256 -0.2 -0.1 -0.1
H 0.365751 0.030930 -0.329473 0.2 0.0 -0.1
H 0.826130 0.548836 -1.948607 0.0 -0.1 0.1
C -2.499480 0.854569 1.591289 0.0 0.0 0.0
C -1.212682 0.319755 2.198972 0.0 -0.1 0.0
C -0.248836 1.417775 2.663821 0.1 0.0 0.0
C 0.223913 2.195043 1.518063 0.0 0.2 -0.3
N 0.583542 2.707081 0.552117 0.0 -0.1 0.3
H -2.298347 1.476952 0.717201 0.0 0.0 0.0
H -3.149958 0.038950 1.278619 0.0 0.0 0.0
H -3.060358 1.456218 2.306190 0.0 0.0 0.0
H -0.680575 -0.308911 1.478902 -0.1 -0.1 0.0
H -1.436045 -0.322442 3.052458 0.0 0.0 0.0
H 0.636271 0.986356 3.136078 -0.1 0.0 0.1
H -0.720776 2.078991 3.392840 0.0 0.0 -0.1
C 6.330865 -0.607520 -7.820827 0.0 0.0 0.0
C 5.144390 0.343653 -7.877608 0.0 -0.1 0.0
C 4.398667 0.440082 -6.537502 -0.1 0.1 -0.1
C 3.854809 -0.848855 -6.107859 0.2 -0.4 0.0
N 3.501117 -1.894638 -5.780094 -0.1 0.4 0.1
H 6.012713 -1.627239 -7.597873 0.0 0.0 0.0
H 6.852862 -0.624816 -8.775990 0.0 0.0 0.0
H 7.047889 -0.300327 -7.056655 0.0 0.0 0.0
H 4.439531 0.028162 -8.648119 0.0 0.0 0.0
H 5.474689 1.348319 -8.142927 0.0 0.0 0.0
H 3.569457 1.146834 -6.606231 0.0 0.0 0.0
H 5.081460 0.790611 -5.758439 0.0 0.0 0.0
C -3.375932 4.143507 4.845210 0.0 0.0 0.0
C -4.611446 4.948349 4.465851 0.0 0.0 0.0
C -5.866907 4.077959 4.324391 0.1 0.1 0.1
C -5.719633 3.062239 3.284037 -0.1 -0.2 -0.3
N -5.601536 2.277742 2.451125 0.0 0.1 0.2
H -3.137745 3.408409 4.072882 0.0 0.0 0.0
H -2.512171 4.796767 4.966920 0.0 0.0 0.0
H -3.526414 3.608170 5.784929 0.0 0.0 0.0
H -4.442412 5.477346 3.526602 0.0 0.0 0.0
H -4.818480 5.707373 5.220990 0.0 0.0 0.0
H -6.726285 4.699134 4.071140 0.0 0.0 0.0
H -6.090021 3.569398 5.265103 0.0 0.0 0.0
C 6.354548 -4.986168 0.659881 0.0 0.0 0.0
C 5.201466 -5.445998 1.540283 0.0 0.1 0.0
C 4.000477 -4.494718 1.484454 -0.1 -0.1 0.0
C 4.314170 -3.136892 1.931107 0.0 0.1 0.1
N 4.540912 -2.064801 2.280187 0.0 0.0 -0.2
H 6.742148 -4.019837 0.988653 0.0 0.0 0.0
H 7.175856 -5.700302 0.692945 0.0 0.0 0.0
H 6.039122 -4.896844 -0.383012 0.0 0.0 0.0
H 5.530432 -5.539840 2.576201 0.0 0.0 0.0
H 4.855012 -6.430080 1.224266 0.0 0.0 0.0
H 3.182196 -4.863318 2.104805 0.0 0.0 0.0
H 3.620942 -4.424792 0.460733 0.0 -0.1 0.0
C -9.676461 5.170786 4.949094 0.0 -0.1 0.1
C -9.951978 5.841933 6.287066 0.0 0.0 0.0
C -9.771444 7.363921 6.207333 0.0 0.0 0.0
C -8.399422 7.687351 5.814155 0.3 0.0 -0.1
N -7.303787 7.854952 5.506598 -0.2 0.0 0.1
H -8.657453 5.387839 4.628420 0.0 0.0 -0.1
H -9.787460 4.089157 5.022542 0.0 0.0 0.0
H -10.356709 5.524082 4.172360 0.0 0.0 0.0
H -9.269683 5.456306 7.047123 0.0 0.0 0.0
H -10.964163 5.621674 6.627851 0.0 0.1 0.0
H -9.973900 7.841102 7.166998 0.0 0.0 0.0
H -10.451774 7.798298 5.471857 0.0 0.0 0.0
C 2.463168 -5.222839 -4.896495 0.0 -0.1 0.0
C 1.191853 -6.059736 -4.905430 0.1 0.0 0.1
C 0.447023 -6.003199 -3.567733 -0.1 0.0 0.0
C 1.278951 -6.401778 -2.433513 0.3 0.0 0.2
N 1.971583 -6.666662 -1.553754 -0.2 0.1 -0.2
H 3.176592 -5.626882 -4.175782 0.0 0.0 0.0
H 2.937863 -5.227882 -5.876445 0.0 0.0 0.0
H 2.267515 -4.179598 -4.638560 -0.1 0.0 0.0
H 1.437450 -7.095930 -5.142411 0.0 0.0 0.0
H 0.501549 -5.713670 -5.675964 0.0 0.0 0.0
H -0.447600 -6.627697 -3.583992 0.0 0.0 0.0
H 0.125809 -4.979210 -3.372946 -0.1 0.1 0.0

---

How do the records compare in calculated total energy? In the order shown, they have -1883.0708; -3416.8179; -4398.5365 Eh.